# C43H63FNO43PS2

A 14-piece molecular cluster, C43H63FNO43PS2 overall in a non-equilibrium geometry (ωB97M-V/def2-TZVPD, the Open Molecules 2025 dataset).

```
! wB97M-V def2-TZVPD RIJCOSX def2/J DEFGRID3
* xyz 0 1
C 0.28 1.11 0.73
C 0.98 -0.31 1.14
O 0.45 -1.34 0.23
C 1.49 -1.88 -0.66
C 2.29 -0.70 -1.54
O 2.59 -1.32 -2.84
N 2.79 -0.41 -3.81
P 4.01 0.82 -3.38
S 4.57 1.79 -5.00
S 1.32 0.26 -4.45
O 1.27 1.82 -4.31
O 0.02 -0.30 -3.79
F 1.27 -0.05 -6.17
H -0.26 1.65 1.65
H 0.97 1.87 0.16
H -0.61 0.85 -0.03
H 2.16 -0.27 1.21
H 0.61 -0.56 2.25
H 0.92 -2.54 -1.47
H 2.26 -2.60 -0.14
H 1.63 0.27 -1.58
H 3.25 -0.45 -0.90
H 5.20 0.16 -2.84
H 3.59 1.77 -2.38
C 0.49 2.54 -8.77
C 1.69 1.70 -8.48
O 2.59 2.04 -9.52
C 2.23 3.28 -9.97
O 2.88 3.95 -10.75
O 1.03 3.67 -9.43
H -0.04 2.84 -7.86
H -0.21 2.04 -9.45
H 2.16 1.95 -7.52
H 1.47 0.63 -8.49
C 3.47 1.40 4.42
C 4.85 1.90 4.17
O 5.17 1.34 2.91
C 3.99 1.08 2.28
O 3.89 0.76 1.10
O 2.93 1.25 3.12
H 2.87 2.11 5.01
H 3.46 0.43 4.93
H 4.90 2.99 4.09
H 5.56 1.56 4.93
C 5.36 0.43 8.23
C 5.05 0.84 9.63
O 4.34 2.06 9.46
C 3.81 2.04 8.20
O 3.00 2.85 7.78
O 4.30 0.99 7.48
H 5.39 -0.65 8.11
H 6.31 0.86 7.87
H 4.40 0.13 10.14
H 5.95 1.00 10.23
C -1.93 -3.04 -3.39
C -3.20 -2.61 -4.05
O -4.01 -3.77 -3.99
C -3.55 -4.52 -2.94
O -4.12 -5.50 -2.50
O -2.36 -4.03 -2.47
H -1.43 -2.22 -2.86
H -1.22 -3.50 -4.09
H -3.69 -1.80 -3.52
H -3.04 -2.31 -5.09
C -1.65 2.71 -4.85
C -1.97 3.12 -3.45
O -2.67 4.34 -3.62
C -3.20 4.32 -4.88
O -4.01 5.13 -5.30
O -2.71 3.27 -5.60
H -1.62 1.63 -4.97
H -0.70 3.14 -5.20
H -2.62 2.41 -2.94
H -1.07 3.28 -2.85
C 5.15 -3.73 5.07
C 5.14 -4.70 6.21
O 6.09 -4.15 7.11
C 6.17 -2.81 6.84
O 6.75 -2.00 7.54
O 5.50 -2.50 5.69
H 4.18 -3.65 4.58
H 5.91 -3.97 4.32
H 4.17 -4.75 6.71
H 5.44 -5.70 5.90
C 10.14 0.85 6.17
C 9.82 1.26 7.57
O 9.11 2.48 7.40
C 8.58 2.45 6.15
O 7.77 3.27 5.73
O 9.07 1.41 5.42
H 10.17 -0.24 6.06
H 11.08 1.27 5.82
H 9.17 0.54 8.08
H 10.72 1.42 8.18
C -6.10 -3.28 -8.82
C -6.11 -4.25 -7.69
O -5.17 -3.70 -6.78
C -5.09 -2.37 -7.05
O -4.50 -1.56 -6.36
O -5.75 -2.05 -8.20
H -7.07 -3.20 -9.31
H -5.34 -3.52 -9.57
H -7.08 -4.30 -7.19
H -5.81 -5.25 -7.99
C -1.99 6.92 -1.05
C -2.87 6.81 0.15
O -2.72 5.46 0.54
C -1.53 5.03 0.04
O -1.00 3.97 0.33
O -0.99 5.95 -0.81
H -1.55 7.91 -1.16
H -2.52 6.66 -1.98
H -2.54 7.45 0.97
H -3.92 7.04 -0.08
C -7.79 -0.19 -5.77
C -8.79 0.91 -5.61
O -9.75 0.61 -6.60
C -9.66 -0.72 -6.86
O -10.46 -1.35 -7.54
O -8.57 -1.27 -6.26
H -7.31 -0.46 -4.82
H -7.01 0.05 -6.50
H -9.27 0.89 -4.63
H -8.35 1.89 -5.77
C -1.27 -4.29 2.85
C -0.31 -5.28 2.28
O 0.95 -4.80 2.71
C 0.73 -4.04 3.82
O 1.60 -3.61 4.55
O -0.61 -3.84 4.02
H -2.23 -4.75 3.11
H -1.45 -3.44 2.19
H -0.46 -6.29 2.68
H -0.36 -5.32 1.19
C 2.88 -5.23 11.05
C 4.27 -4.74 10.79
O 4.59 -5.30 9.53
C 3.40 -5.55 8.90
O 3.31 -5.88 7.73
O 2.35 -5.39 9.75
H 2.29 -4.52 11.63
H 2.87 -6.20 11.55
H 4.32 -3.65 10.72
H 4.98 -5.07 11.56
C -10.93 4.67 -4.17
C -11.81 4.56 -2.97
O -11.66 3.21 -2.58
C -10.46 2.78 -3.08
O -9.93 1.72 -2.79
O -9.92 3.70 -3.93
H -10.49 5.66 -4.28
H -11.45 4.41 -5.10
H -11.47 5.20 -2.15
H -12.85 4.79 -3.20
*
```

Properties
E_LUMO (hartree): -0.0622

Mulliken atomic charge list, values in e, 99 entries: number 1, C, carries -0.81; number 2, C, carries 0.04; number 3, O, carries -0.39; number 4, C, carries -0.54; number 5, C, carries -0.04; number 6, O, carries -0.32; number 7, N, carries 0.13; number 8, P, carries 0.15; number 9, S, carries -0.32; number 10, S, carries 1.00; number 11, O, carries -0.49; number 12, O, carries -0.34; number 13, F, carries -0.28; number 14, H, carries 0.33; number 15, H, carries 0.19; number 16, H, carries 0.19; number 17, H, carries 0.04; number 18, H, carries 0.26; number 19, H, carries 0.23; number 20, H, carries 0.25; number 21, H, carries 0.27; number 22, H, carries 0.29; number 23, H, carries 0.16; number 24, H, carries 0.15; number 25, C, carries -0.01; number 26, C, carries -0.06; number 27, O, carries -0.36; number 28, C, carries 0.60; number 29, O, carries -0.55; number 30, O, carries -0.33; number 31, H, carries 0.01; number 32, H, carries 0.24; number 33, H, carries 0.13; number 34, H, carries 0.29; number 35, C, carries -0.12; number 36, C, carries 0.05; number 37, O, carries -0.35; number 38, C, carries 0.58; number 39, O, carries -0.63; number 40, O, carries -0.25; number 41, H, carries 0.25; number 42, H, carries 0.25; number 43, H, carries 0.20; number 44, H, carries -0.05; number 45, C, carries 0.71; number 46, C, carries -0.37; number 47, O, carries -0.35; number 48, C, carries 0.56; number 49, O, carries -0.58; number 50, O, carries -0.10; number 51, H, carries -0.18; number 52, H, carries -0.26; number 53, H, carries 0.23; number 54, H, carries 0.34; number 55, C, carries 0.28; number 56, C, carries -0.18; number 57, O, carries -0.22; number 58, C, carries 0.53; number 59, O, carries -0.60; number 60, O, carries -0.33; number 61, H, carries -0.12; number 62, H, carries 0.18; number 63, H, carries 0.22; number 64, H, carries 0.24; number 65, C, carries 0.02; number 66, C, carries -0.15; number 67, O, carries -0.22; number 68, C, carries 0.48; number 69, O, carries -0.59; number 70, O, carries -0.34; number 71, H, carries 0.11; number 72, H, carries 0.15; number 73, H, carries 0.18; number 74, H, carries 0.29; number 75, C, carries -0.21; number 76, C, carries -0.15; number 77, O, carries -0.30; number 78, C, carries 0.66; number 79, O, carries -0.66; number 80, O, carries -0.21; number 81, H, carries 0.15; number 82, H, carries 0.24; number 83, H, carries 0.21; number 84, H, carries 0.34; number 85, C, carries -0.36; number 86, C, carries -0.21; number 87, O, carries -0.33; number 88, C, carries 0.73; number 89, O, carries -0.56; number 90, O, carries -0.31; number 91, H, carries 0.30; number 92, H, carries 0.28; number 93, H, carries 0.17; number 94, H, carries 0.31; number 95, C, carries -0.41; number 96, C, carries -0.35; number 97, O, carries -0.25; number 98, C, carries 0.66; number 99, O, carries -0.51

# C43H63IN7O3RbS

C43H63IN7O3RbS as an isolated structure (ωB97M-V/def2-TZVPD, the Open Molecules 2025 dataset).

```
! wB97M-V def2-TZVPD RIJCOSX def2/J DEFGRID3
* xyz -2 1
Rb -1.67 -0.79 0.52
C 6.18 -1.13 1.15
C 5.65 -0.79 -0.25
C 5.82 0.72 -0.46
C 6.52 -1.51 -1.30
C 4.20 -1.23 -0.39
C 3.18 -0.36 -0.66
C 1.82 -0.78 -0.77
N 0.78 0.04 -0.93
C 0.88 1.34 -1.39
C 1.76 1.71 -2.42
C 1.77 2.98 -2.97
C 0.84 3.89 -2.46
C -0.07 3.60 -1.46
C -0.09 2.28 -0.87
O -0.88 1.92 0.06
C -1.04 4.73 -1.06
C -1.91 5.11 -2.27
C -0.23 5.97 -0.63
C -2.00 4.42 0.09
C 2.73 3.41 -4.08
C 3.66 2.27 -4.51
C 3.61 4.57 -3.60
C 1.94 3.86 -5.32
C 1.50 -2.20 -0.61
O 0.32 -2.61 -0.76
C 2.60 -3.10 -0.30
C 3.88 -2.60 -0.22
C 2.28 -4.58 -0.10
C 1.68 -5.17 -1.38
C 3.53 -5.40 0.25
C 1.28 -4.75 1.06
H 7.22 -0.81 1.27
H 5.57 -0.63 1.91
H 6.13 -2.20 1.34
H 6.88 0.99 -0.36
H 5.49 1.02 -1.45
H 5.25 1.29 0.28
H 7.57 -1.21 -1.20
H 6.46 -2.59 -1.18
H 6.17 -1.26 -2.30
H 3.37 0.70 -0.76
H 2.43 0.94 -2.79
H 0.83 4.89 -2.89
H -1.29 5.42 -3.12
H -2.50 4.24 -2.59
H -2.59 5.92 -2.02
H 0.42 6.33 -1.42
H -0.91 6.79 -0.35
H 0.39 5.73 0.23
H -2.63 3.56 -0.13
H -1.45 4.17 1.01
H -2.62 5.30 0.28
H 4.26 1.91 -3.67
H 3.09 1.43 -4.91
H 4.34 2.62 -5.29
H 4.20 4.26 -2.74
H 4.29 4.91 -4.39
H 3.00 5.42 -3.29
H 1.30 3.05 -5.67
H 1.30 4.72 -5.09
H 2.62 4.16 -6.13
H 4.69 -3.28 0.01
H 2.41 -5.11 -2.20
H 1.43 -6.23 -1.23
H 0.78 -4.62 -1.66
H 4.26 -5.37 -0.56
H 4.01 -5.03 1.16
H 3.24 -6.44 0.42
H 0.35 -4.24 0.84
H 1.07 -5.82 1.22
H 1.69 -4.33 1.98
C -3.97 -5.66 1.82
C -3.33 -4.42 1.23
N -3.07 -3.37 1.92
N -3.50 -3.34 3.20
C -2.77 -2.66 4.04
N -3.42 -2.45 5.27
S -1.18 -2.06 3.89
C -2.99 -4.43 -0.21
C -3.12 -5.58 -0.99
C -2.81 -5.55 -2.34
C -2.36 -4.36 -2.90
C -2.25 -3.26 -2.06
N -2.56 -3.29 -0.77
H -4.04 -5.54 2.89
H -3.37 -6.55 1.60
H -4.97 -5.82 1.40
H -4.16 -3.11 5.44
H -2.77 -2.33 6.03
H -3.47 -6.51 -0.54
H -2.91 -6.44 -2.94
H -2.09 -4.28 -3.94
H -1.87 -2.32 -2.43
C -5.62 0.48 3.12
N -4.73 1.47 3.69
C -5.32 2.65 4.28
C -4.32 3.28 5.23
C -3.04 3.59 4.49
N -2.59 2.44 3.74
C -1.19 2.38 3.32
C -3.41 1.45 3.27
O -2.98 0.57 2.55
H -6.40 0.25 3.85
H -5.06 -0.42 2.90
H -6.10 0.84 2.19
H -6.22 2.34 4.82
H -5.63 3.38 3.52
H -4.11 2.57 6.04
H -4.73 4.19 5.67
H -2.25 3.87 5.19
H -3.19 4.45 3.82
H -0.73 3.34 3.53
H -1.09 2.17 2.25
H -0.66 1.60 3.87
I -5.39 -1.00 -0.54
C -4.08 0.18 -1.56
H -3.84 1.14 -1.12
H -3.39 -0.30 -2.24
*
```

Properties
E_LUMO (spin up / spin down) (hartree): 0.1342 / 0.1339

Mulliken atomic charge list, values in e, 99 entries: number 1, Rb, carries -0.36; number 2, C, carries -1.77; number 3, C, carries 2.25; number 4, C, carries -1.97; number 5, C, carries -1.72; number 6, C, carries -0.73; number 7, C, carries 0.19; number 8, C, carries -1.02; number 9, N, carries 0.20; number 10, C, carries -1.52; number 11, C, carries 0.72; number 12, C, carries -0.89; number 13, C, carries -0.19; number 14, C, carries -0.32; number 15, C, carries 0.47; number 16, O, carries -0.31; number 17, C, carries 2.36; number 18, C, carries -1.78; number 19, C, carries -1.86; number 20, C, carries -1.93; number 21, C, carries 2.07; number 22, C, carries -1.89; number 23, C, carries -1.70; number 24, C, carries -1.80; number 25, C, carries 0.44; number 26, O, carries -0.22; number 27, C, carries -0.41; number 28, C, carries 0.02; number 29, C, carries 2.54; number 30, C, carries -1.54; number 31, C, carries -2.40; number 32, C, carries -1.72; number 33, H, carries 0.46; number 34, H, carries 0.36; number 35, H, carries 0.31; number 36, H, carries 0.48; number 37, H, carries 0.13; number 38, H, carries 0.38; number 39, H, carries 0.49; number 40, H, carries 0.29; number 41, H, carries 0.33; number 42, H, carries 0.76; number 43, H, carries 0.76; number 44, H, carries 0.21; number 45, H, carries 0.34; number 46, H, carries 0.31; number 47, H, carries 0.46; number 48, H, carries 0.32; number 49, H, carries 0.48; number 50, H, carries 0.36; number 51, H, carries 0.07; number 52, H, carries 0.28; number 53, H, carries 0.59; number 54, H, carries 0.08; number 55, H, carries 0.37; number 56, H, carries 0.48; number 57, H, carries 0.33; number 58, H, carries 0.48; number 59, H, carries 0.27; number 60, H, carries 0.36; number 61, H, carries 0.31; number 62, H, carries 0.47; number 63, H, carries 0.33; number 64, H, carries 0.30; number 65, H, carries 0.43; number 66, H, carries 0.14; number 67, H, carries 0.37; number 68, H, carries 0.40; number 69, H, carries 0.47; number 70, H, carries 0.32; number 71, H, carries 0.43; number 72, H, carries 0.30; number 73, C, carries -1.61; number 74, C, carries 0.06; number 75, N, carries 1.38; number 76, N, carries -1.43; number 77, C, carries 0.35; number 78, N, carries -0.50; number 79, S, carries -0.43; number 80, C, carries 0.43; number 81, C, carries -0.74; number 82, C, carries -0.59; number 83, C, carries -0.71; number 84, C, carries -0.37; number 85, N, carries 0.58; number 86, H, carries 0.44; number 87, H, carries 0.31; number 88, H, carries 0.27; number 89, H, carries 0.24; number 90, H, carries 0.23; number 91, H, carries 0.33; number 92, H, carries 0.36; number 93, H, carries 0.43; number 94, H, carries 0.26; number 95, C, carries -0.85; number 96, N, carries 0.26; number 97, C, carries -0.64; number 98, C, carries -0.75; number 99, C, carries -0.65

Number 2 is which compound?
C43H63IN7O3RbS